An isolated molecule of C6H6BN3O2 in a non-equilibrium geometry, computed with wB97M-V/def2-TZVPD.

Each line ends with the Löwdin charge.
Positions of all 18 atoms, in Å:
O (-0.80459, -2.58955, 0.43746)  0.18
B (-0.62519, -1.35799, 0.05903)  -0.40
C (-1.71266, -0.12235, -0.36146)  -0.21
O (-1.48970, 0.29259, -1.62432)  0.08
C (-1.89707, 0.85620, 0.56163)  -0.08
C (-1.05034, 1.98205, 0.51854)  -0.15
N (0.26358, 1.87818, 0.42080)  0.11
C (0.98620, 0.71625, 0.17017)  -0.24
N (2.36279, 0.91606, -0.01138)  0.04
N (3.04172, -0.19239, -0.23538)  0.02
C (2.18589, -1.19497, -0.17760)  -0.09
C (0.80910, -0.66458, -0.00048)  -0.02
H (-1.61774, -3.17632, 0.59969)  0.17
H (-1.42538, -0.51421, -2.13928)  0.11
H (-2.72830, 0.67923, 1.34610)  0.15
H (-1.49849, 2.98349, 0.82452)  0.12
H (2.84350, 1.72553, 0.01698)  0.10
H (2.35671, -2.21725, -0.40500)  0.09

Atoms 1-6, force components in eV/Å:
-1.493 -3.937 1.200
-0.456 2.833 -0.425
1.243 -1.572 0.168
0.046 0.105 -0.077
-2.359 -1.341 0.868
1.425 1.665 1.059

## Properties
Kohn-Sham gap   7.68 eV
HOMO level   -8.0 eV
SMILES   OB1C(O)=CC=Nc2[nH]ncc21
LUMO level   -0.367 eV
ΔE to the lowest compared entry with this formula, charge and spin   0.000 eV
Total charge   0
Multiplicity   1